Record 1
Density functional theory data (ωB97M-V/def2-TZVPD) for a structure of composition C37H34Br2N3O5Tl.

XYZ file:
```
82
Properties=species:S:1:pos:R:3:forces:R:3:mulliken_charge:R:1
Tl -0.533200 -0.215100 -0.450900 -0.169 -0.120 -0.360 0.88
O 2.240300 6.775000 -0.318500 -0.292 0.403 -0.497 -0.74
C 2.567900 5.930600 0.523000 -0.517 -0.646 0.083 0.47
O 3.471200 5.953500 1.365300 0.496 -0.146 0.476 -0.73
C 1.686100 4.620600 0.521700 0.226 0.364 -0.023 -0.47
C 0.525300 4.555300 -0.238500 0.092 -0.203 0.014 -0.86
C -0.186600 3.358800 -0.276600 0.570 0.268 0.409 0.76
N 0.181400 2.302300 0.438500 0.003 0.057 0.039 0.00
C 1.254500 2.364700 1.220300 -0.088 0.584 -0.402 0.76
C 2.052500 3.508000 1.267600 -0.100 -0.042 -0.095 -0.65
C 1.502200 1.140600 2.003000 0.274 -0.407 0.473 0.13
C 2.592400 1.004500 2.861600 -0.134 0.034 -0.133 -0.66
C 2.769600 -0.191800 3.531500 -0.103 0.004 -0.038 -0.61
C 1.836200 -1.202700 3.368500 0.013 0.024 0.000 -0.73
C 0.768100 -0.975000 2.513000 0.174 -0.290 0.241 -0.03
N 0.621600 0.150700 1.842800 0.007 0.334 0.036 0.08
C -1.396400 3.156600 -1.088800 -0.481 0.094 -0.465 0.32
C -1.685800 3.935500 -2.210500 0.035 -0.077 0.083 -0.82
C -2.823500 3.653400 -2.944000 -0.055 -0.078 0.029 -0.37
C -3.646300 2.614400 -2.533700 0.000 0.036 -0.066 -0.75
C -3.279000 1.893600 -1.406300 -0.343 0.021 -0.328 -0.01
N -2.187900 2.152400 -0.717300 0.120 0.128 0.374 -0.25
H 0.223600 5.439500 -0.780100 0.016 0.039 -0.083 0.47
H 2.959600 3.576200 1.849100 0.012 0.026 0.091 0.54
H 3.296100 1.812900 2.976600 0.077 0.050 0.008 0.34
H 3.631000 -0.331900 4.170400 0.032 -0.016 0.053 0.41
H 1.940900 -2.149600 3.875600 -0.023 -0.090 0.020 0.42
H 0.005000 -1.719000 2.334900 -0.032 -0.132 0.019 0.45
H -1.011600 4.719600 -2.511100 0.096 0.129 -0.044 0.33
H -3.060100 4.223700 -3.834900 0.013 0.016 0.034 0.41
H -4.538300 2.355200 -3.085000 -0.078 -0.015 -0.006 0.37
H -3.877500 1.064200 -1.047100 -0.060 -0.047 0.026 0.38
C 6.271000 -5.546300 -1.203700 0.062 0.091 0.163 -1.65
C 6.099500 -4.665500 0.044600 0.125 -0.119 -0.020 2.21
C 6.248600 -5.542100 1.296600 0.010 0.099 -0.154 -1.73
C 7.239500 -3.642100 0.060100 -0.220 -0.201 -0.006 -2.18
C 4.726500 -4.007700 0.008200 0.157 0.082 0.017 0.03
C 4.553400 -2.647500 -0.204400 0.042 -0.018 0.052 -0.50
C 3.284700 -2.120600 -0.250200 -0.154 0.566 -0.186 -0.48
Br 3.065500 -0.233300 -0.626500 0.287 -0.493 0.037 -0.20
C 2.088600 -2.864400 -0.107100 0.474 0.152 -0.006 0.79
O 0.950700 -2.312900 -0.126800 -0.490 0.046 0.017 -0.70
C 2.291900 -4.280400 0.032200 -0.225 0.038 -0.052 -0.31
C 3.570200 -4.787000 0.107100 0.169 0.021 0.019 -0.38
C 1.049500 -5.160100 0.021700 -0.157 -0.133 0.028 2.45
C 0.277500 -4.893700 -1.280100 0.018 0.032 0.073 -1.64
C 1.368000 -6.657200 0.089000 -0.021 0.300 -0.005 -2.40
C 0.141700 -4.800100 1.205100 0.026 -0.003 -0.080 -1.32
H 7.267600 -5.990000 -1.225900 0.120 -0.105 -0.012 0.47
H 6.140500 -4.946200 -2.102100 -0.034 0.032 -0.102 0.34
H 5.535300 -6.347400 -1.215600 -0.093 -0.076 -0.043 0.32
H 7.240900 -5.994300 1.319500 0.111 -0.090 0.023 0.48
H 5.512100 -6.341400 1.312200 -0.088 -0.078 0.042 0.32
H 6.121900 -4.941400 2.194900 -0.034 0.049 0.111 0.36
H 8.197000 -4.158300 0.143500 0.062 -0.041 -0.006 0.45
H 7.137000 -2.970800 0.909500 0.028 0.156 0.051 0.43
H 7.248700 -3.062200 -0.859300 0.036 0.162 -0.062 0.37
H 5.387600 -1.977900 -0.341600 0.115 0.038 0.019 0.40
H 3.700600 -5.849200 0.241100 -0.058 -0.231 -0.027 0.33
H 0.884900 -5.150500 -2.148000 0.054 -0.062 -0.089 0.27
H 0.021100 -3.839000 -1.327100 -0.043 0.016 -0.106 0.35
H -0.640400 -5.481600 -1.304600 -0.114 -0.134 -0.007 0.38
H 1.995800 -6.964300 -0.746600 0.099 -0.076 -0.058 0.40
H 0.436500 -7.219900 0.037100 -0.094 -0.059 0.004 0.45
H 1.863800 -6.913800 1.023800 0.112 -0.080 0.095 0.38
H -0.137400 -3.752500 1.136500 -0.054 0.026 0.080 0.01
H 0.654500 -4.977100 2.150100 0.061 -0.027 0.127 0.24
H -0.764500 -5.405700 1.182500 -0.125 -0.100 0.024 0.51
Br -8.133600 -4.174100 0.665100 0.131 0.044 -0.003 -0.27
C -6.265300 -3.873100 0.319800 -0.266 -0.112 0.000 0.12
C -5.591100 -4.799800 -0.452900 -0.074 -0.096 -0.042 -0.36
C -4.246000 -4.583400 -0.708800 -0.004 -0.097 -0.061 -0.55
C -3.602800 -3.471800 -0.191900 0.022 0.107 0.048 -0.21
C -4.299600 -2.551400 0.580500 0.219 0.324 0.142 -0.15
C -5.649700 -2.754600 0.836700 -0.038 0.077 0.050 -0.42
C -3.595600 -1.287200 1.168400 -0.585 -0.627 -0.165 0.06
O -4.318800 -0.498100 1.773400 -0.339 0.316 0.170 -0.77
O -2.367000 -1.237700 0.959900 0.794 -0.061 -0.065 -0.44
H -6.106300 -5.667600 -0.842200 0.005 0.007 -0.012 0.38
H -3.702500 -5.292000 -1.319400 0.056 -0.048 -0.018 0.40
H -2.552900 -3.301900 -0.378100 0.121 0.058 0.018 0.58
H -6.177900 -2.025600 1.435300 0.015 0.024 0.009 0.55
```
Positions in Å, forces in eV/Å.

Summary:
LUMO ... 3.621 eV
Net charge ... -2
HOMO-LUMO gap ... 6.1778 eV

---

Record 2
Density functional theory data (ωB97M-V/def2-TZVPD) for a structure of composition C36H33IrN4O3Te.

XYZ file:
```
78
Properties=species:S:1:pos:R:3:forces:R:3:mulliken_charge:R:1
Ir -0.642204 0.518484 0.071397 0.104 -0.302 -0.269 1.15
O 2.720072 3.293523 1.150750 0.000 0.042 0.001 -0.57
C 2.133373 4.376661 0.615941 0.025 -0.074 0.030 0.52
C 2.837355 5.573321 0.738912 -0.006 0.029 -0.005 -0.73
C 2.312148 6.742774 0.241194 0.004 -0.013 0.005 -0.33
C 1.061737 6.763482 -0.392187 -0.017 -0.029 -0.003 -0.85
C 0.358655 5.598219 -0.519796 0.034 0.013 0.015 -0.65
C 0.876684 4.373363 -0.028825 -0.028 0.035 -0.030 0.31
C 0.077750 3.194309 -0.195878 -0.044 -0.007 0.004 0.96
O 0.641660 1.989830 0.080955 0.115 0.070 0.186 -0.43
N -1.153484 3.271028 -0.658792 0.012 -0.010 0.085 -1.17
N -1.699224 2.050566 -0.712832 -0.025 0.003 0.032 0.70
C -2.793028 1.759544 -1.322961 -0.005 0.018 0.033 -0.46
C -3.061765 0.333174 -1.451875 0.016 -0.009 -0.014 0.84
C -4.166309 -0.167413 -2.111565 0.002 -0.002 0.006 -0.96
C -4.282573 -1.538307 -2.299037 0.006 -0.001 0.011 -0.54
C -3.279071 -2.375738 -1.837797 -0.021 0.012 -0.009 -0.84
C -2.197909 -1.827164 -1.176502 -0.014 0.006 0.039 -0.21
N -2.090626 -0.506176 -0.974032 -0.111 -0.068 0.027 0.09
H 2.153217 2.516275 1.059072 0.014 0.009 -0.016 0.30
H 3.794630 5.549818 1.240598 -0.001 0.002 0.002 0.49
H 2.874262 7.661427 0.346002 0.002 -0.002 0.003 0.41
H 0.658431 7.689818 -0.774477 0.002 -0.001 -0.001 0.44
H -0.606324 5.590753 -1.004553 -0.003 -0.006 -0.002 0.43
H -3.398182 2.522434 -1.797053 0.000 0.003 -0.003 0.53
H -4.916835 0.516345 -2.483150 -0.003 0.000 0.000 0.57
H -5.144932 -1.944532 -2.810448 0.002 -0.001 -0.004 0.48
H -3.325557 -3.445968 -1.977178 -0.001 -0.001 0.002 0.52
H -1.393838 -2.446693 -0.806147 -0.003 -0.001 0.011 0.53
C 1.869202 -4.913306 -4.464292 0.011 0.005 -0.004 -1.57
C 1.587274 -4.104521 -3.232668 0.002 -0.059 0.041 0.52
C 1.468286 -2.718626 -3.286266 -0.042 0.017 -0.011 -0.98
C 1.244380 -1.953679 -2.151733 -0.064 -0.002 0.106 1.04
C 1.168042 -0.463454 -2.363008 0.211 -0.101 0.120 -1.01
C 1.132186 -2.606694 -0.906071 -0.003 0.091 -0.109 -0.50
Te 0.834790 -1.561105 0.920714 -0.040 0.137 0.001 0.34
N -1.376768 0.525760 1.702091 0.182 0.355 -0.121 -0.19
C -2.220207 1.628275 2.105802 -0.276 -0.061 -0.009 0.40
O -1.656781 2.684388 2.252656 0.127 -0.211 -0.050 -0.48
C -3.626257 1.308068 2.369500 -0.004 0.056 -0.008 0.39
C -4.155616 0.064318 2.023958 0.017 -0.027 0.008 0.00
C -5.492996 -0.199778 2.260686 -0.003 -0.003 -0.008 -0.88
C -6.293005 0.773590 2.848210 0.005 0.019 0.005 -0.38
C -5.764264 2.011577 3.197437 -0.015 -0.025 -0.013 -0.65
C -4.430058 2.284767 2.956864 0.015 0.014 -0.025 -0.55
C 2.780703 -0.847621 1.304031 0.028 0.008 -0.024 1.02
C 3.305051 0.211706 0.570860 0.018 -0.055 -0.015 -0.70
C 4.588214 0.662805 0.830366 -0.011 0.005 -0.011 -1.11
C 5.335233 0.048215 1.822982 0.008 0.009 0.004 -0.89
C 4.802665 -1.005957 2.546910 0.003 -0.007 -0.005 -0.80
C 3.516015 -1.484495 2.309976 -0.016 0.024 0.010 0.71
C 2.993793 -2.639535 3.121462 -0.017 0.012 0.014 -1.43
C 1.209604 -4.004811 -0.826234 0.043 0.025 0.008 1.24
C 1.070035 -4.820444 0.434422 0.028 -0.005 0.025 -1.99
C 1.442201 -4.719110 -1.999784 -0.017 -0.004 -0.063 -0.69
H 1.774414 -4.316057 -5.368811 -0.005 0.003 0.002 0.37
H 1.192712 -5.764545 -4.536681 -0.001 0.000 0.000 0.39
H 2.885286 -5.309655 -4.427815 0.001 0.005 -0.005 0.34
H 1.559881 -2.220163 -4.244665 -0.005 -0.006 0.006 0.40
H 0.957812 -0.227751 -3.404598 -0.033 0.018 0.025 0.51
H 2.088532 0.044822 -2.078750 -0.021 0.014 0.020 0.35
H 0.352562 0.010824 -1.784436 -0.141 0.070 -0.068 0.11
H -3.520522 -0.703887 1.593926 0.004 -0.004 0.016 0.49
H -5.912151 -1.163431 2.005189 -0.001 -0.006 0.009 0.44
H -7.335875 0.562340 3.043730 -0.001 0.001 -0.001 0.42
H -6.394095 2.758134 3.660891 0.000 0.001 -0.001 0.43
H -3.997009 3.240514 3.220526 0.004 -0.002 0.004 0.50
H 2.720371 0.688737 -0.201244 -0.018 0.036 -0.001 0.79
H 4.992169 1.493466 0.268483 -0.003 -0.002 0.001 0.47
H 6.337636 0.392871 2.038104 0.000 -0.002 0.000 0.42
H 5.396548 -1.475905 3.320419 -0.001 -0.001 0.000 0.41
H 3.735266 -2.953856 3.852310 -0.003 0.005 0.002 0.44
H 2.774898 -3.503511 2.492154 -0.009 -0.029 -0.015 0.22
H 2.085451 -2.377954 3.667994 0.001 -0.001 -0.004 0.36
H 0.858499 -4.236138 1.327022 -0.011 -0.027 -0.014 0.35
H 1.986944 -5.382909 0.615099 0.004 0.007 0.014 0.42
H 0.267132 -5.549775 0.322244 0.003 -0.007 -0.006 0.45
H 1.513706 -5.799662 -1.939700 -0.007 -0.002 0.016 0.51
```
Positions in Å, forces in eV/Å.

Summary:
LUMO (alpha / beta) ... -7.876 / -7.878 eV
Net charge ... +2
HOMO-LUMO gap (alpha / beta) ... 5.3922 / 5.3911 eV